i | A cluster of 2 separate species, C4H10OS in total, computed with the ωB97M-V functional and the def2-TZVPD basis.

Structure (ORCA input):
```
! wB97M-V def2-TZVPD RIJCOSX def2/J DEFGRID3
* xyz 0 1
H 2.8212 -2.5779 3.4229
C -1.5205 2.6764 -0.6511
O 2.9748 -1.7564 2.9551
C -2.1300 0.2176 -1.8537
S -0.8246 1.4140 -1.7293
H -3.0543 0.6034 -2.2865
H -1.3346 2.4182 0.3906
H -1.2250 3.6566 -0.9936
H 1.8599 -1.6019 -0.2033
C 2.5917 -1.6869 0.5922
H -1.9035 -0.7444 -2.2918
H -2.6208 2.7221 -0.6744
C 2.1810 -1.6817 1.8442
H 3.5982 -1.7995 0.2319
H -2.5392 -0.0025 -0.8415
H 1.1258 -1.8570 2.0881
*
```

The LUMO energy is 0.852 eV. For the HOMO energy, the calculation gives -8.43 eV. The value obtained for the HOMO-LUMO gap is 9.28 eV.

Partial atomic charges computed with the natural (NBO) method, in multiples of e: 0.479, -0.758, -0.710, -0.773, 0.200, 0.211, 0.219, 0.236, 0.206, -0.468, 0.239, 0.219, 0.132, 0.206, 0.209, 0.153

***

ii | A structure of composition C4H10OS, computed with the ωB97M-V functional and the def2-TZVPD basis.

Structure (ORCA input):
```
! wB97M-V def2-TZVPD RIJCOSX def2/J DEFGRID3
* xyz 0 1
O 1.1034 1.5056 -0.5649
H 1.3372 -1.5051 1.3499
C 0.5631 1.1068 0.6954
H 1.8509 -2.4930 -0.2601
H -2.4427 -1.0177 0.7454
H 1.9915 2.3614 -0.5198
H -0.4381 -1.6338 -0.5671
H -0.1557 1.9162 1.1379
C 1.7709 -1.4461 0.1947
C -0.2104 -0.1333 0.3552
H 2.6481 -0.8852 0.0810
C 0.5055 -0.8994 -0.6367
H 1.3866 1.0586 1.2779
H 0.6965 -0.3661 -1.6063
S -1.9537 -0.0280 -0.1214
H -0.2159 -0.8010 1.1708
*
```

The LUMO energy is 0.390 eV. For the HOMO energy, the calculation gives -8.97 eV. The value obtained for the HOMO-LUMO gap is 9.36 eV.

Partial atomic charges computed with the natural (NBO) method, in multiples of e: -0.742, 0.186, -0.071, 0.223, 0.133, 0.471, 0.215, 0.167, -0.615, -0.365, 0.211, -0.420, 0.179, 0.253, -0.045, 0.219

***

Most stable of them? i.

***

i | A cluster of 2 separate species, C4H10OS in total, computed with the ωB97M-V functional and the def2-TZVPD basis.

Structure (ORCA input):
```
! wB97M-V def2-TZVPD RIJCOSX def2/J DEFGRID3
* xyz 0 1
C 0.2088 5.7560 -2.5199
H 0.8477 -3.4113 2.5465
H -0.6986 -5.2519 0.6214
H -0.5456 -3.5412 0.3588
H -1.6993 -2.4156 2.6797
S -1.3355 -3.5845 3.3727
C -0.0895 -4.4156 0.8726
H 1.9821 4.6455 -2.4865
H 0.4579 -5.1440 2.7733
H 0.8906 -4.3831 0.3564
O -1.0297 5.9976 -1.9776
C 0.0757 -4.1543 2.3534
H 0.6513 3.8165 -1.6233
C 0.9111 4.6396 -2.2675
H -1.2017 5.0705 -1.7219
H 0.5748 6.3759 -3.3382
*
```

The LUMO energy is 0.979 eV. For the HOMO energy, the calculation gives -9.08 eV. The value obtained for the HOMO-LUMO gap is 10.06 eV.

Partial atomic charges computed with the natural (NBO) method, in multiples of e: 0.147, 0.211, 0.217, 0.203, 0.128, -0.060, -0.623, 0.214, 0.225, 0.219, -0.665, -0.519, 0.193, -0.554, 0.476, 0.188

***

ii | A cluster of 2 separate species, C4H10OS in total, computed with the ωB97M-V functional and the def2-TZVPD basis.

Structure (ORCA input):
```
! wB97M-V def2-TZVPD RIJCOSX def2/J DEFGRID3
* xyz 0 1
H 1.8764 -2.4241 6.6821
H -1.1110 -1.4434 -3.4462
C 1.5213 -0.8432 4.8436
H -2.0188 1.9399 -3.5341
H 1.5035 -1.8518 4.4614
H -0.2816 1.7882 -3.5264
H -1.7845 0.7211 -5.9091
H -1.0455 2.6173 -4.8486
O 1.4546 -1.6475 7.0628
C -1.1609 1.7600 -4.1818
H 1.7785 0.3274 6.6710
H -0.2674 0.1998 -5.3458
C -1.2434 0.4795 -4.9835
C 1.5927 -0.6027 6.1598
H 1.2224 0.0001 4.2365
S -2.0365 -1.0206 -4.3417
*
```

The LUMO energy is 1.025 eV. For the HOMO energy, the calculation gives -9.11 eV. The value obtained for the HOMO-LUMO gap is 10.14 eV.

Partial atomic charges computed with the natural (NBO) method, in multiples of e: 0.475, 0.120, -0.527, 0.217, 0.198, 0.205, 0.220, 0.213, -0.701, -0.620, 0.187, 0.213, -0.526, 0.154, 0.215, -0.043

***

iii | A structure of composition C4H10OS, computed with the ωB97M-V functional and the def2-TZVPD basis.

Structure (ORCA input):
```
! wB97M-V def2-TZVPD RIJCOSX def2/J DEFGRID3
* xyz 0 1
H 1.2685 -2.3790 -1.2900
H -0.7049 -0.9284 -0.8651
C 0.4011 -0.5981 -0.8268
H -1.3506 2.2408 0.1576
H 0.6645 1.3964 1.5847
C 0.0852 0.3876 1.5614
H 2.3837 -1.1275 -1.2099
H 1.1953 -1.5378 -2.8101
C 1.3679 -1.4271 -1.6781
S -1.6516 0.6899 0.9383
H 1.3156 1.2521 -1.3521
H 1.8558 -0.3081 0.9088
H 0.7586 -1.5831 1.1410
H -0.0734 0.0533 2.7479
O 0.3815 0.6719 -1.5191
C 0.8226 -0.6111 0.6313
*
```

The LUMO energy is 0.184 eV. For the HOMO energy, the calculation gives -8.75 eV. The value obtained for the HOMO-LUMO gap is 8.93 eV.

Partial atomic charges computed with the natural (NBO) method, in multiples of e: 0.199, 0.212, 0.080, 0.166, 0.224, -0.517, 0.200, 0.236, -0.626, -0.092, 0.456, 0.211, 0.227, 0.237, -0.733, -0.481

***

Most stable of them? ii.

***

i | A cluster of 2 separate species, C6H15NO in total, computed with the ωB97M-V functional and the def2-TZVPD basis.

Structure (ORCA input):
```
! wB97M-V def2-TZVPD RIJCOSX def2/J DEFGRID3
* xyz 0 1
H -2.0366 -0.2093 -0.9969
H -0.1990 3.7152 -0.1022
H 0.4794 -2.8278 -1.9408
H -2.7970 0.9418 0.0640
C -1.8171 0.5661 -0.2297
O 2.0206 -2.2155 1.6659
C -0.6885 2.7839 0.2415
H 1.7015 -3.3721 -0.9660
H 0.6429 -0.4996 -0.7502
H 0.7561 -0.2990 2.7411
C 0.8137 -2.7414 -0.9002
C 1.2775 -1.3141 -0.4996
C -0.8717 1.6534 -0.7563
N 0.8995 -0.3499 1.7464
H -0.0397 -3.0308 -0.2898
H 0.4718 0.4991 1.4048
C 1.5389 -1.3325 0.9745
H -1.3319 2.1405 -1.6407
H 2.2900 -1.1941 -0.9618
H -0.2178 2.5613 1.2331
H -1.3552 -0.0086 0.5594
H -1.6599 3.2977 0.3814
H 0.1228 1.2358 -0.9777
*
```

The LUMO energy is 0.904 eV. For the HOMO energy, the calculation gives -9.74 eV. The value obtained for the HOMO-LUMO gap is 10.64 eV.

Partial atomic charges computed with the natural (NBO) method, in multiples of e: 0.211, 0.220, 0.209, 0.214, -0.624, -0.605, -0.624, 0.230, 0.217, 0.402, -0.598, -0.503, -0.411, -0.854, 0.218, 0.372, 0.678, 0.210, 0.233, 0.195, 0.209, 0.208, 0.193

***

ii | A cluster of 2 separate species, C6H15NO in total, computed with the ωB97M-V functional and the def2-TZVPD basis.

Structure (ORCA input):
```
! wB97M-V def2-TZVPD RIJCOSX def2/J DEFGRID3
* xyz 0 1
C -0.5289 -1.0960 -2.1378
C 0.0516 0.5881 1.0367
C 0.9050 -1.6168 -0.0289
H -0.9015 -2.0242 -2.6602
H -0.9537 1.0970 0.6509
C 0.7962 -1.2431 -1.5206
H -2.2839 0.1534 -2.5660
H 1.1812 0.4803 2.8632
C -1.1880 0.0476 -2.1556
H -0.5239 0.7841 2.9386
H 1.3433 -1.8927 -2.2253
O -0.2945 3.6706 1.1234
H -0.8169 3.1906 0.5282
N 0.3521 0.9279 2.3856
C -0.1888 -0.9316 0.7531
H 1.4476 -0.3367 -1.8179
H -0.0634 -1.2573 1.8145
H 0.1438 2.9843 1.7138
H -1.2179 -1.1046 0.3894
H 0.8484 -2.7817 -0.1148
H 1.8367 -1.4046 0.4706
H -0.8880 0.9044 -1.7167
H 0.9435 0.8611 0.2759
*
```

The LUMO energy is 0.874 eV. For the HOMO energy, the calculation gives -9.49 eV. The value obtained for the HOMO-LUMO gap is 10.37 eV.

Partial atomic charges computed with the natural (NBO) method, in multiples of e: -0.181, -0.224, -0.401, 0.204, 0.191, -0.471, 0.196, 0.383, -0.380, 0.371, 0.219, -0.957, 0.456, -0.882, -0.445, 0.209, 0.203, 0.492, 0.221, 0.211, 0.213, 0.180, 0.194

***

iii | An isolated molecule of C6H15NO, computed with the ωB97M-V functional and the def2-TZVPD basis.

Structure (ORCA input):
```
! wB97M-V def2-TZVPD RIJCOSX def2/J DEFGRID3
* xyz 0 1
C 0.8205 -0.4422 0.6409
H -0.1496 -2.2511 -0.0750
H -2.0882 0.1470 -1.9208
O -1.6719 2.1566 -0.1259
H 0.3204 0.0796 -1.3900
N 0.9214 1.8057 -0.4284
H -1.6081 0.5597 1.0802
H 0.6420 -2.4224 1.5100
H 2.2528 -1.5365 -0.7670
H 2.9631 -0.0381 -0.1152
C -2.3314 -0.0126 -0.8641
C 0.2658 0.5189 -0.3888
H 1.8697 1.7859 -0.0488
H -1.0524 2.5886 -0.7450
C 2.3231 -0.8915 0.1140
C -1.3784 0.7620 0.0274
H 0.9615 0.0760 1.5941
H 0.6283 2.6289 0.0946
H -3.3658 0.3343 -0.7325
H -0.8777 -1.5710 1.3949
H 2.8004 -1.4500 0.9246
C 0.0656 -1.7457 0.8710
H -2.3113 -1.0822 -0.6501
*
```

The LUMO energy is 1.077 eV. For the HOMO energy, the calculation gives -9.40 eV. The value obtained for the HOMO-LUMO gap is 10.48 eV.

Partial atomic charges computed with the natural (NBO) method, in multiples of e: -0.214, 0.207, 0.206, -0.745, 0.183, -0.884, 0.171, 0.216, 0.204, 0.199, -0.639, -0.052, 0.365, 0.477, -0.614, 0.115, 0.201, 0.378, 0.222, 0.208, 0.205, -0.616, 0.207

***

Most stable of them? i.